Computed, not measured: 2 unconnected molecules or ions with the total composition C2H9NOS in a non-equilibrium geometry, with the ωB97M-V functional and the def2-TZVPD basis.

HOMO energy: -0.3296 Eh
SMILES: NCO.CS
HOMO-LUMO gap: 9.797 eV
multiplicity: 1
net charge: 0
LUMO level: 0.83 eV
max |F|: 0.085 hartree/bohr
energy above the lowest of the compared OMol25 structures with the same formula, charge and spin: 33.0 kcal/mol

Last column: Mulliken charge in e.
Element x y z (Å)
N (-1.444, -0.538, 0.531)  -0.46
C (-0.864, -1.819, 0.661)  -0.08
O (-0.993, -2.286, 2.113)  -0.58
H (-2.299, -0.529, -0.029)  0.19
H (-1.300, 0.074, 1.280)  0.22
H (-1.354, -2.633, 0.152)  0.29
H (0.271, -1.674, 0.640)  0.15
H (-1.838, -1.857, 2.494)  0.29
C (1.813, 2.059, -1.689)  -0.85
S (1.910, 1.715, 0.095)  -0.17
H (2.631, 2.554, -2.109)  0.35
H (1.766, 1.036, -2.077)  0.26
H (1.016, 2.733, -1.874)  0.29
H (0.684, 1.165, -0.189)  0.10

Forces on atoms 1 to 3 (eV/Å):
N -1.06 -1.45 -2.83
C 1.72 0.52 3.99
O -1.70 1.29 -0.19



Computed, not measured: a molecular structure, C5H5NO in a non-equilibrium geometry, with the ωB97M-V functional and the def2-TZVPD basis.

HOMO energy: -0.3433 Eh
HOMO-LUMO gap: 8.368 eV
multiplicity: 1
net charge: 0
LUMO level: -0.97 eV
max |F|: 0.073 hartree/bohr
energy above the lowest of the compared OMol25 structures with the same formula, charge and spin: 130.1 kcal/mol

Last column: Mulliken charge in e.
Element x y z (Å)
C (1.019, -1.733, -0.659)  -0.46
C (0.405, -0.438, -0.189)  0.66
C (-0.401, 0.659, -0.862)  0.35
C (-0.332, -1.728, -0.176)  -0.68
C (0.679, 0.747, 0.856)  -0.39
N (-0.217, 1.535, 0.160)  -0.09
O (-1.173, 0.631, -1.822)  -0.63
H (-1.225, -1.727, -0.863)  0.25
H (-0.539, -2.197, 0.687)  0.30
H (0.301, 0.681, 1.858)  0.28
H (1.730, 1.087, 0.836)  0.26
H (-0.247, 2.482, 0.174)  0.17

Forces on atoms 1 to 3 (eV/Å):
C 0.70 0.81 0.10
C -0.20 1.42 0.54
C -2.66 -0.66 -2.60



Computed, not measured: C18H14N4O2 in the gas phase, with the ωB97M-V functional and the def2-TZVPD basis.

HOMO energy: -0.3234 Eh
SMILES: O=C(Nc1cccc(NC(=O)c2cccnc2)c1)c1cccnc1
HOMO-LUMO gap: 9.104 eV
multiplicity: 1
net charge: 0
LUMO level: 0.30 eV
max |F|: 0.012 hartree/bohr
energy above the lowest of the compared OMol25 structures with the same formula, charge and spin: 0.8 kcal/mol

Last column: Mulliken charge in e.
Element x y z (Å)
O (4.393, 2.036, 1.189)  -0.64
C (3.484, 1.462, 0.627)  0.14
N (2.351, 2.136, 0.271)  -0.08
C (1.133, 1.657, -0.219)  -0.11
C (0.391, 2.462, -1.080)  -0.73
C (-0.808, 2.004, -1.591)  -0.82
C (-1.292, 0.754, -1.252)  -0.30
C (-0.583, -0.034, -0.349)  0.00
N (-1.032, -1.299, 0.041)  -0.04
C (-2.307, -1.761, 0.206)  0.17
O (-2.520, -2.944, 0.368)  -0.65
C (-3.394, -0.746, 0.256)  0.22
C (-4.602, -0.986, -0.392)  -0.39
C (-5.621, -0.056, -0.276)  -0.39
C (-5.392, 1.073, 0.497)  -0.33
N (-4.262, 1.290, 1.149)  -0.63
C (-3.293, 0.405, 1.038)  0.09
C (0.627, 0.421, 0.164)  0.05
C (3.575, 0.028, 0.237)  0.17
C (4.081, -0.908, 1.135)  -0.33
C (4.204, -2.226, 0.730)  -0.39
C (3.825, -2.552, -0.564)  -0.41
N (3.383, -1.662, -1.437)  -0.65
C (3.270, -0.406, -1.053)  0.16
H (2.419, 3.141, 0.386)  0.25
H (0.767, 3.435, -1.358)  0.44
H (-1.367, 2.622, -2.276)  0.39
H (-2.209, 0.391, -1.686)  0.59
H (-0.315, -1.997, 0.201)  0.24
H (-4.724, -1.887, -0.976)  0.44
H (-6.568, -0.204, -0.769)  0.40
H (-6.149, 1.838, 0.612)  0.38
H (-2.397, 0.616, 1.608)  0.45
H (1.162, -0.192, 0.874)  0.59
H (4.361, -0.594, 2.130)  0.45
H (4.585, -2.980, 1.400)  0.41
H (3.884, -3.570, -0.927)  0.40
H (2.926, 0.287, -1.810)  0.46

Forces on atoms 1 to 3 (eV/Å):
O 0.08 -0.07 0.13
C 0.08 0.07 -0.06
N 0.06 0.58 0.03